(1)
{"formula": "C3H9N4S2", "method": "ωB97M-V with the def2-TZVPD basis set", "charge": 1, "fmax_ha_per_bohr": 0.115, "gap_ev": 7.8, "de_lowest_kcal_mol": 34.71, "multiplicity": 1, "e_tot_ha": -1134.743675, "lumo_energy_ev": -4.88, "elements": ["S", "S", "N", "N", "N", "N", "C", "C", "C", "H", "H", "H", "H", "H", "H", "H", "H", "H"], "xyz": [[0.3768, 1.6769, -4.2021], [-1.3093, 0.0358, -1.2970], [-0.3947, -0.1895, 3.3248], [0.1649, 0.2601, -0.0877], [1.4440, -1.7131, -0.6750], [-0.1268, 0.7246, 1.1826], [-0.1449, -0.3521, 2.0036], [0.6696, -1.1721, 0.1359], [0.3158, -1.4873, 1.4348], [1.4863, -1.4907, -1.6089], [-2.2950, -0.0652, -0.3481], [0.4875, -2.3985, 1.9262], [-0.2521, 1.2868, -5.3375], [-0.5243, 1.6236, 1.3681], [-0.6228, -0.9940, 3.9427], [0.7759, 2.8439, -4.7221], [0.8607, 0.7202, -0.5130], [-0.9118, 0.6905, 3.4728]], "atomic_forces_ev_per_a": [[-0.17, -0.14, -0.32], [0.37, 0.65, 0.59], [-1.29, 1.19, -0.07], [-5.33, -2.39, 1.06], [-0.76, -1.34, 2.18], [0.29, 0.49, -0.46], [0.56, -1.78, 2.68], [2.18, -0.84, -1.10], [-0.86, 0.82, 0.18], [0.35, 1.06, -2.51], [0.81, 0.00, -0.13], [0.15, -0.91, 0.33], [0.21, 0.14, 0.37], [-0.28, 0.34, -0.35], [0.29, 1.02, -0.98], [-0.01, -0.02, -0.01], [3.13, 2.69, -2.27], [0.34, -0.97, 0.80]], "nbo_charge": [-0.342, 0.217, -0.757, -0.298, -0.625, -0.433, 0.429, 0.420, -0.459, 0.374, 0.158, 0.274, 0.174, 0.433, 0.442, 0.171, 0.428, 0.394]}

***

(2)
{"formula": "C3H9N5", "method": "ωB97M-V with the def2-TZVPD basis set", "fmax_ha_per_bohr": 0.120, "gap_ev": 9.2, "de_lowest_kcal_mol": 77.18, "multiplicity": 1, "smiles": "[H]/N=C(\\N=C(N)N)NC", "e_tot_ha": -393.390516, "lumo_energy_ev": 0.47, "elements": ["N", "N", "N", "N", "N", "C", "C", "C", "H", "H", "H", "H", "H", "H", "H", "H", "H"], "xyz": [[-1.1887, 0.3476, 1.7095], [-2.0831, 1.9659, 0.1489], [1.3340, -0.2496, -1.0056], [-0.7056, 0.3567, -0.6408], [-0.0983, -2.0656, -0.2007], [0.1519, -0.8363, -0.5870], [-1.2467, 0.9440, 0.3632], [2.6565, -0.7702, -0.7315], [3.1985, -0.2717, -1.6384], [3.1419, -0.5600, 0.4508], [-2.8497, 2.3959, 1.0424], [-2.3022, 2.2458, -0.8161], [1.4160, 0.7250, -1.0339], [-2.0525, 0.3797, 2.1080], [2.4418, -1.9938, -0.7147], [-0.7420, -0.5807, 1.5229], [-1.0717, -2.0327, 0.0229]], "atomic_forces_ev_per_a": [[3.64, 0.77, -3.96], [-3.85, 3.44, 3.35], [1.34, -2.77, 1.09], [-0.57, -0.83, -0.16], [1.32, 2.68, -1.08], [-0.18, 2.76, 1.02], [-0.22, -3.82, 1.14], [0.12, -2.57, 1.00], [0.27, -1.68, 2.09], [-1.38, -0.15, -3.53], [3.60, -1.99, -4.00], [0.24, -0.39, 0.99], [-1.19, 1.36, -0.12], [-2.66, -0.44, 1.56], [1.43, 3.15, -0.53], [-0.96, 0.98, 1.01], [-0.94, -0.48, 0.14]], "nbo_charge": [-0.850, -0.821, -0.618, -0.635, -0.763, 0.581, 0.588, -0.442, 0.216, 0.179, 0.407, 0.423, 0.391, 0.366, 0.236, 0.400, 0.340]}

***

(3)
{"formula": "C3H9N5", "method": "ωB97M-V with the def2-TZVPD basis set", "fmax_ha_per_bohr": 0.036, "gap_ev": [8.0, 7.7], "de_lowest_kcal_mol": 130.46, "multiplicity": 1, "e_tot_ha": -393.305617, "lumo_energy_ev": [0.36, 0.16], "elements": ["N", "N", "N", "N", "N", "C", "C", "C", "H", "H", "H", "H", "H", "H", "H", "H", "H"], "xyz": [[-0.2488, -0.7452, -1.5195], [-1.3240, 1.2863, -1.6826], [-0.4195, -0.7852, -0.2128], [0.3754, -0.1742, 0.6358], [1.4481, 0.4574, 0.3230], [2.1289, 1.0133, 1.4483], [-1.4577, -1.6072, 0.3727], [-0.5768, 0.3766, -2.1822], [3.0192, 1.5195, 1.0874], [-2.3697, -1.0192, 0.4973], [1.4979, 1.7406, 1.9725], [2.4290, 0.2327, 2.1623], [-1.6736, -2.4248, -0.3131], [-0.2022, 0.3505, -3.2132], [0.0676, -0.2368, 1.6238], [-1.5556, 2.0298, -2.3316], [-1.1380, -2.0140, 1.3321]], "atomic_forces_ev_per_a": [[1.20, -1.32, -0.56], [-0.12, 0.50, 0.35], [-0.31, 0.53, 0.53], [0.80, 0.35, 0.45], [-1.26, -0.50, -1.16], [-0.08, 0.00, 0.68], [-0.44, -0.07, 0.16], [-0.43, 0.41, 0.00], [-0.02, -0.01, 0.04], [0.02, 0.01, -0.03], [0.11, 0.08, 0.04], [0.08, 0.10, 0.02], [0.22, 0.11, 0.01], [-0.13, 0.07, 0.15], [0.13, -0.12, -0.55], [0.24, -0.10, -0.14], [-0.01, -0.03, 0.02]], "nbo_charge": [-0.483, -0.812, 0.064, -0.032, -0.239, -0.465, -0.433, 0.264, 0.229, 0.224, 0.195, 0.184, 0.248, 0.153, 0.371, 0.339, 0.193]}

***

(4)
{"formula": "C3H9N5", "method": "ωB97M-V with the def2-TZVPD basis set", "fmax_ha_per_bohr": 0.062, "gap_ev": 7.2, "de_lowest_kcal_mol": 113.31, "multiplicity": 1, "e_tot_ha": -393.332945, "lumo_energy_ev": 0.20, "elements": ["N", "N", "N", "N", "N", "C", "C", "C", "H", "H", "H", "H", "H", "H", "H", "H", "H"], "xyz": [[1.7338, -0.1331, 0.2195], [-0.0913, 1.5412, -1.5886], [-0.3208, 1.1381, -0.2631], [-0.1039, -1.6641, -0.0713], [-2.0767, -0.5805, 0.5770], [-0.9166, -1.1440, 0.8704], [1.2677, -1.2393, -0.1546], [0.8734, 1.0550, 0.5285], [-2.6914, -0.4657, 1.3722], [1.5623, 1.9007, 0.3630], [1.9222, -1.9904, -0.5880], [0.0713, 0.7255, -2.1850], [-0.5565, -1.9218, -0.9410], [0.7342, 2.1401, -1.6776], [-0.4411, -0.9957, 1.8393], [0.6215, 1.0486, 1.5928], [-1.5882, 0.5854, 0.1065]], "atomic_forces_ev_per_a": [[-0.01, -0.24, -0.22], [-0.19, -0.25, -0.54], [-1.37, 0.23, 0.78], [-0.45, 0.40, 0.06], [0.43, -1.21, 0.09], [-0.58, 1.17, -0.19], [0.27, 0.14, 0.30], [-0.70, -0.60, -0.04], [0.25, 0.22, 0.31], [-0.32, -0.08, 0.00], [-0.01, -0.09, 0.05], [0.17, 0.14, 0.02], [0.00, 0.16, -0.02], [-0.35, -0.07, 0.20], [-0.10, -0.57, 0.19], [0.04, -0.02, 0.01], [2.93, 0.66, -1.00]], "nbo_charge": [-0.412, -0.660, -0.593, -0.614, -0.809, 0.394, 0.230, -0.114, 0.375, 0.181, 0.176, 0.307, 0.412, 0.327, 0.174, 0.185, 0.441]}

***

(5)
{"formula": "C3H9N5", "method": "ωB97M-V with the def2-TZVPD basis set", "fmax_ha_per_bohr": 0.132, "gap_ev": 9.2, "de_lowest_kcal_mol": 85.39, "multiplicity": 1, "smiles": "[H]/N=C(\\N)CNN/C=N/[H]", "e_tot_ha": -393.377443, "lumo_energy_ev": 0.69, "elements": ["N", "N", "N", "N", "N", "C", "C", "C", "H", "H", "H", "H", "H", "H", "H", "H", "H"], "xyz": [[-0.5374, -0.9193, 1.7593], [-0.8625, 0.1937, -2.4341], [1.2274, 0.4620, 0.2169], [-0.3835, -1.5572, -0.8262], [0.4298, 1.2092, 1.1143], [0.9556, 0.6225, -1.1298], [-0.1321, -0.3765, -1.6313], [-0.2981, 0.4323, 2.0062], [0.5865, 1.6115, -1.4296], [-0.2948, -1.3255, 0.1507], [-1.0948, -1.2770, 2.6533], [0.7777, 2.0658, 1.5253], [-1.6809, -0.3342, -2.6927], [-1.2509, -1.9073, -0.8334], [-0.7815, 1.1782, 2.5971], [1.5026, -0.3875, 0.5766], [1.8367, 0.3094, -1.6223]], "atomic_forces_ev_per_a": [[-0.25, 4.53, 5.05], [-2.10, 0.71, -3.19], [0.32, 4.42, 1.98], [4.63, 2.59, -1.75], [-0.53, -3.06, 0.46], [-1.10, -2.24, -1.34], [0.06, -0.35, 4.22], [-0.59, -2.99, -3.39], [0.54, -0.36, 0.29], [0.77, -0.02, 0.47], [1.25, 0.97, -2.55], [0.46, -0.07, -0.35], [-0.44, -0.38, -0.21], [-4.15, -1.50, -1.16], [-0.64, -0.47, 1.69], [0.52, -2.09, 0.80], [1.23, 0.31, -1.01]], "nbo_charge": [-0.802, -0.701, -0.478, -0.880, -0.426, -0.277, 0.441, 0.277, 0.239, 0.406, 0.369, 0.384, 0.325, 0.358, 0.175, 0.384, 0.205]}

***

(6)
{"formula": "C3H9N5", "method": "ωB97M-V with the def2-TZVPD basis set", "fmax_ha_per_bohr": 0.073, "gap_ev": 9.3, "de_lowest_kcal_mol": 84.54, "multiplicity": 1, "smiles": "[H]/N=C/N=C(\\NC)NN", "e_tot_ha": -393.378789, "lumo_energy_ev": 0.73, "elements": ["N", "N", "N", "N", "N", "C", "C", "C", "H", "H", "H", "H", "H", "H", "H", "H", "H"], "xyz": [[-0.7144, -0.0250, 1.7873], [0.9074, -0.2538, 0.1437], [1.1816, 1.0227, -1.8748], [0.2788, -0.2736, 2.7346], [-1.3978, -0.0725, -0.4134], [-1.2147, -0.4278, -1.8148], [-0.3894, -0.0190, 0.4395], [1.5755, 0.2330, -0.9365], [-1.6893, -0.3956, 1.9571], [1.8130, 1.1154, -2.6290], [-2.3065, -0.2191, -2.4387], [-0.3545, 0.2805, -2.3425], [-1.0083, -1.6441, -1.8007], [2.6823, -0.2370, -0.9041], [-2.3950, 0.0473, 0.0338], [0.7487, 0.5647, 3.1022], [0.8922, -1.0147, 2.2508]], "atomic_forces_ev_per_a": [[-1.57, 0.41, -0.62], [-1.15, 1.30, 0.21], [-0.91, -0.19, 1.36], [0.25, -2.07, -0.66], [-2.99, 1.15, 0.66], [-1.77, -1.10, -2.43], [2.10, -1.30, 0.30], [2.36, -1.53, -0.18], [1.90, 0.50, 0.34], [1.22, 0.22, -0.50], [3.12, -0.75, 1.99], [-2.00, -1.99, 1.56], [-0.28, 3.16, -0.60], [-2.27, 1.08, -0.38], [2.70, -0.30, -1.58], [-0.22, -0.65, -0.93], [-0.48, 2.05, 1.45]], "nbo_charge": [-0.443, -0.686, -0.793, -0.660, -0.590, -0.480, 0.625, 0.315, 0.365, 0.354, 0.202, 0.303, 0.196, 0.137, 0.396, 0.371, 0.387]}

***

(7)
{"formula": "C3H9N5", "method": "ωB97M-V with the def2-TZVPD basis set", "fmax_ha_per_bohr": 0.099, "gap_ev": 9.7, "de_lowest_kcal_mol": 73.24, "multiplicity": 1, "smiles": "[H]/N=C(\\NN)N/C(C)=N/[H]", "e_tot_ha": -393.396805, "lumo_energy_ev": 0.87, "elements": ["N", "N", "N", "N", "N", "C", "C", "C", "H", "H", "H", "H", "H", "H", "H", "H", "H"], "xyz": [[0.7335, 0.7418, 1.0638], [-1.1397, 1.5637, -0.6543], [-0.1324, -0.7997, -0.4634], [-2.0256, -1.6967, 0.2847], [-1.9670, 0.5802, -0.0368], [0.9378, -0.2401, 0.2226], [2.3872, -0.5127, -0.3672], [-1.4515, -0.6898, -0.0948], [-0.1922, -1.8132, -0.5482], [-0.3528, 1.9656, -0.1491], [-1.7059, 2.3392, -0.8029], [1.6333, 1.2193, 1.3908], [-2.9673, -1.6900, 0.6581], [3.0826, 0.0346, 0.2909], [2.6010, -1.6871, -0.4197], [-2.1021, 0.8958, 1.0593], [2.6611, -0.2110, -1.4336]], "atomic_forces_ev_per_a": [[1.64, -1.15, -0.09], [0.27, -0.22, -0.92], [0.85, -1.94, -0.70], [-1.43, -3.96, 1.11], [0.07, 3.42, 3.75], [1.39, 2.92, -0.67], [-0.14, -2.27, -0.26], [0.21, 3.53, 1.36], [1.80, -0.27, -0.44], [-0.15, -1.07, 0.72], [-1.53, 1.33, -0.80], [-1.47, -1.25, -0.78], [0.01, 0.61, -0.57], [-0.12, -0.71, -0.20], [-0.30, 2.48, 0.58], [0.17, -1.50, -3.41], [-1.26, 0.04, 1.31]], "nbo_charge": [-0.748, -0.672, -0.643, -0.734, -0.476, 0.476, -0.683, 0.574, 0.419, 0.363, 0.343, 0.353, 0.368, 0.218, 0.224, 0.372, 0.246]}

***

(8)
{"formula": "C3H9NO", "method": "ωB97M-V with the def2-TZVPD basis set", "fmax_ha_per_bohr": 0.035, "gap_ev": 9.6, "de_lowest_kcal_mol": 51.56, "multiplicity": 1, "smiles": "C=CO.CN", "e_tot_ha": -249.631521, "lumo_energy_ev": 0.82, "elements": ["O", "N", "C", "C", "C", "H", "H", "H", "H", "H", "H", "H", "H", "H"], "xyz": [[1.9550, 0.4119, 0.5798], [-2.0452, -0.1173, -0.0664], [-1.9718, 0.5633, 1.2302], [2.3542, -0.2743, -0.5712], [1.4458, -0.9428, -1.2698], [0.3801, -1.0412, -1.1033], [-0.9585, 0.4373, 1.6112], [2.2329, 1.3284, 0.3940], [1.6639, -1.4825, -2.2027], [-1.5646, -0.9984, -0.0497], [-1.8662, 0.4429, -0.8771], [-2.2837, 1.6137, 1.2576], [3.3691, -0.0778, -0.8704], [-2.7110, 0.1368, 1.9378]], "atomic_forces_ev_per_a": [[0.59, 0.42, -0.73], [-1.17, 0.36, 0.50], [-0.31, -0.53, 0.28], [-1.74, 0.41, 0.15], [0.24, -0.85, -1.32], [0.19, 0.45, 0.87], [-0.06, 0.42, 0.53], [-0.19, -0.40, 0.61], [0.64, 0.34, 0.52], [0.16, 0.09, -0.21], [0.35, 0.03, -0.05], [0.44, -0.09, -0.74], [0.31, -0.38, -0.12], [0.54, -0.27, -0.28]], "nbo_charge": [-0.703, -0.864, -0.420, 0.116, -0.468, 0.204, 0.185, 0.473, 0.203, 0.359, 0.364, 0.196, 0.173, 0.183]}

***

(9)
{"formula": "C3H9NO", "method": "ωB97M-V with the def2-TZVPD basis set", "fmax_ha_per_bohr": 0.070, "gap_ev": 6.3, "de_lowest_kcal_mol": 169.05, "multiplicity": 1, "e_tot_ha": -249.444303, "lumo_energy_ev": -1.01, "elements": ["O", "N", "C", "C", "C", "H", "H", "H", "H", "H", "H", "H", "H", "H"], "xyz": [[-1.4396, 1.5633, 0.8619], [0.9707, -0.5292, -0.9920], [1.2277, 0.0213, 1.4017], [1.2108, 0.3824, 0.1339], [-0.3040, -0.6036, -1.3851], [-0.5008, -1.4612, -2.0180], [-0.7576, 1.0456, 1.3261], [1.2548, 1.4150, -0.2153], [-1.2615, -1.1698, 0.4523], [-1.5503, 2.3430, 1.4181], [-0.8459, -0.8467, -0.1795], [1.2945, -1.4731, -0.7907], [-0.7848, 0.3278, -1.6764], [1.4860, -1.0150, 1.6630]], "atomic_forces_ev_per_a": [[-0.11, 0.05, 0.27], [-0.83, -0.69, 1.14], [0.66, -0.52, -0.18], [0.53, 1.30, -0.05], [1.66, 0.54, -3.16], [-0.46, -0.13, 0.25], [0.12, 0.15, -0.11], [-0.38, -0.16, -0.03], [0.37, 0.28, -0.02], [-0.05, -0.06, -0.13], [-1.35, -0.65, 1.39], [0.56, 0.03, 0.02], [-0.22, 0.00, 0.57], [-0.50, -0.13, 0.04]], "nbo_charge": [-0.979, -0.457, -0.464, -0.216, -0.157, 0.213, 0.497, 0.189, 0.149, 0.470, -0.021, 0.383, 0.240, 0.154]}

***

(10)
{"formula": "C3H9NO", "method": "ωB97M-V with the def2-TZVPD basis set", "fmax_ha_per_bohr": 0.082, "gap_ev": 10.8, "de_lowest_kcal_mol": 59.88, "multiplicity": 1, "smiles": "C=C.NCO", "e_tot_ha": -249.618267, "lumo_energy_ev": 0.90, "elements": ["O", "N", "C", "C", "C", "H", "H", "H", "H", "H", "H", "H", "H", "H"], "xyz": [[-1.8625, 0.2669, -1.8013], [-2.2372, -0.6299, 0.3987], [-1.9989, 0.6482, -0.4126], [2.9917, -0.3681, -0.1149], [2.4688, -0.2386, 1.1060], [-1.7863, -0.3143, 1.2711], [2.8869, 0.2256, 2.0749], [-2.7593, 1.3899, -0.2592], [3.9264, 0.2371, -0.2784], [1.3668, -0.5227, 1.2999], [2.4256, -0.8764, -0.8963], [-1.6244, -1.2226, -0.0636], [-2.7557, 0.2822, -2.2003], [-1.0418, 1.1228, -0.1238]], "atomic_forces_ev_per_a": [[-0.96, 0.67, 0.74], [-0.76, 4.10, 0.56], [0.84, -1.60, -0.65], [0.66, 1.51, 1.19], [-2.10, 0.12, 1.64], [-0.35, -1.06, -0.07], [-0.12, -0.51, -2.13], [-0.72, 0.10, 0.04], [-0.75, -1.37, -0.36], [1.88, -0.13, -0.38], [0.41, 0.38, 0.03], [1.51, -1.79, -0.67], [0.73, -0.11, 0.34], [-0.27, -0.31, -0.28]], "nbo_charge": [-0.727, -0.828, 0.085, -0.411, -0.391, 0.343, 0.204, 0.155, 0.207, 0.178, 0.212, 0.354, 0.473, 0.146]}